No. 1
The following is a quantum chemistry calculation of a cluster of 4 separate species, C21H51F3IN3Si in total, from the Open Molecules 2025 dataset.

Computed properties:
SMILES   FC(F)(F)CC[SiH2]I.CCN(CC)CC.CCN(CC)CC.CCN(CC)CC
Largest force on an atom   0.0091 hartree/bohr
HOMO   -7.98 eV
Calculated total energy   -1881.78679 a.u.
LUMO   0.5 eV
Total charge   0

Bonds (Å) are listed after each position.
Cartesian coordinates (Å):
1 H -1.984 -2.407 0.241  C46 1.098
2 H -3.390 3.881 1.707  C23 1.095
3 C 5.847 1.749 -2.160  H12 1.093, N53 1.453, C54 1.534, H72 1.093
4 C -6.707 3.960 2.202  N6 1.453, C8 1.534, H29 1.093, H80 1.093
5 H 2.927 -2.467 -2.172  C57 1.089
6 N -5.404 4.310 1.664  C4 1.453, C23 1.452, C71 1.451
7 H 0.583 -5.927 -0.488  C56 1.089
8 C -7.559 2.949 1.424  C4 1.534, H25 1.092, H30 1.091, H79 1.089
9 H 1.150 -4.173 1.138  C11 1.093
10 H 3.745 2.757 -0.768  C67 1.091
11 C 0.916 -3.847 0.121  H9 1.093, H18 1.094, N31 1.448, C56 1.534
12 H 6.445 1.453 -3.027  C3 1.093
13 H 3.424 -4.404 0.748  C74 1.093
14 C 3.398 -5.520 -1.095  H42 1.089, H63 1.092, H73 1.091, C74 1.533
15 C -2.374 -1.636 2.248  H24 1.090, H33 1.097, C46 1.547, Si70 1.883
16 H -1.117 -0.018 0.425  Si70 1.478
17 H -7.362 5.798 0.250  C65 1.091
18 H 0.264 -2.976 0.240  C11 1.094
19 H -3.382 1.540 1.269  C51 1.092
20 H 0.303 -1.161 1.964  Si70 1.476
21 H -2.917 -3.504 1.248  C46 1.092
22 H -0.081 -2.107 -1.746  C50 1.092
23 C -4.332 3.364 1.918  H2 1.095, N6 1.452, H44 1.094, C51 1.531
24 H -3.224 -1.167 2.743  C15 1.090
25 H -8.584 2.968 1.798  C8 1.092
26 F -4.878 -1.279 1.090  C40 1.355
27 H -6.063 6.813 0.890  C65 1.091
28 H -4.494 2.192 0.074  C51 1.091
29 H -6.552 3.596 3.221  C4 1.093
30 H -7.596 3.186 0.359  C8 1.091
31 N 2.136 -3.375 -0.500  C11 1.448, C57 1.454, C74 1.452
32 H -5.685 4.084 -0.443  C71 1.102
33 H -1.947 -2.350 2.963  C15 1.097
34 H 1.700 -3.650 -2.576  C57 1.102
35 H -0.882 -5.009 -0.179  C56 1.093
36 H 6.882 -0.232 0.590  C78 1.091
37 H 8.080 0.199 -0.636  C78 1.089
38 H 5.606 -1.472 -1.275  C75 1.091
39 H 0.020 -4.738 -1.665  C56 1.091
40 C -4.043 -1.986 0.291  F26 1.355, C46 1.520, F52 1.353, F66 1.356
41 H 2.742 1.510 -1.523  C67 1.091
42 H 2.721 -6.273 -0.695  C14 1.089
43 H 4.003 -0.238 -0.164  C77 1.095
44 H -4.314 3.149 2.990  C23 1.094
45 H -6.169 6.482 -0.845  C65 1.091
46 C -2.779 -2.450 0.997  H1 1.098, C15 1.547, H21 1.092, C40 1.520
47 H 7.672 2.244 -1.047  C54 1.089
48 H 6.826 3.626 -1.729  C54 1.092
49 H 1.159 -0.958 -1.218  C50 1.092
50 C 0.933 -1.749 -1.936  H22 1.092, H49 1.092, C57 1.522, H61 1.090
51 C -4.343 2.043 1.144  H19 1.092, C23 1.531, H28 1.091, H62 1.088
52 F -4.754 -3.040 -0.172  C40 1.353
53 N 5.288 0.537 -1.584  C3 1.453, C75 1.452, C77 1.454
54 C 6.684 2.656 -1.249  C3 1.534, H47 1.089, H48 1.092, H69 1.091
55 H 4.182 -3.586 -0.595  C74 1.095
56 C 0.124 -4.946 -0.599  H7 1.089, C11 1.534, H35 1.093, H39 1.091
57 C 1.964 -2.864 -1.851  H5 1.089, N31 1.454, H34 1.102, C50 1.522
58 H 6.680 -0.736 -2.435  C75 1.094
59 H 7.763 -1.490 -0.270  C78 1.092
60 H -4.377 5.131 0.082  C71 1.093
61 H 0.942 -1.313 -2.936  C50 1.090
62 H -5.114 1.367 1.508  C51 1.088
63 H 4.410 -5.923 -1.027  C14 1.092
64 H 5.021 1.044 0.470  C77 1.102
65 C -6.306 6.052 0.148  H17 1.091, H27 1.091, H45 1.091, C71 1.521
66 F -3.769 -1.198 -0.778  C40 1.356
67 C 3.339 1.753 -0.642  H10 1.091, H41 1.091, H76 1.091, C77 1.523
68 I -0.857 1.559 3.241  Si70 2.447
69 H 6.190 2.835 -0.293  C54 1.091
70 Si -0.979 -0.441 1.835  C15 1.883, H16 1.478, H20 1.476, I68 2.447
71 C -5.405 4.837 0.311  N6 1.451, H32 1.102, H60 1.093, C65 1.521
72 H 5.022 2.339 -2.565  C3 1.093
73 H 3.171 -5.383 -2.154  C14 1.091
74 C 3.318 -4.200 -0.321  H13 1.093, C14 1.533, N31 1.452, H55 1.095
75 C 6.207 -0.581 -1.461  H38 1.091, N53 1.452, H58 1.094, C78 1.533
76 H 2.677 1.777 0.225  C67 1.091
77 C 4.446 0.731 -0.416  H43 1.095, N53 1.454, H64 1.102, C67 1.523
78 C 7.293 -0.510 -0.381  H36 1.091, H37 1.089, H59 1.092, C75 1.533
79 H -7.192 1.929 1.529  C8 1.089
80 H -7.285 4.881 2.310  C4 1.093

***

No. 2
The following is a quantum chemistry calculation of a cluster of 5 separate species, C21H51O7PS in total at a distorted geometry, from the Open Molecules 2025 dataset.

Computed properties:
SMILES   CCP(CC)[C@@H]1CS(=O)(=O)OC[C@@H]1C.CC(C)O.CC(C)O.CC(C)O.CC(C)O
Largest force on an atom   0.0233 hartree/bohr
HOMO   -7.72 eV
Calculated total energy   -2096.88972 a.u.
LUMO   0.5 eV
Total charge   0

Bonds (Å) are listed after each position.
Cartesian coordinates (Å):
1 H 1.518 0.734 1.697  C18 1.091
2 C 0.202 1.281 3.334  C18 1.546, H21 1.093, P30 1.835, H76 1.091
3 H -3.064 -2.782 -2.313  C55 1.094
4 C 1.982 -6.139 3.046  H5 1.091, C31 1.520, H66 1.090, H81 1.094
5 H 2.104 -7.161 2.685  C4 1.091
6 H 2.907 -3.788 3.661  O15 0.964
7 H 4.659 -5.522 3.460  C73 1.094
8 H -2.987 -1.290 5.092  C37 1.088
9 H 2.075 1.994 -6.351  O56 0.964
10 O -5.947 -1.429 4.719  S54 1.424
11 H 2.091 3.082 -3.191  C38 1.093
12 H 0.377 2.829 -1.436  O77 0.964
13 H -1.678 -2.732 3.269  C14 1.091
14 C -0.660 -2.342 3.299  H13 1.091, H25 1.091, C49 1.536, H69 1.084
15 O 2.666 -3.835 2.729  H6 0.964, C31 1.427
16 O -2.118 -0.354 -1.574  C36 1.426, H64 0.964
17 C -2.680 0.675 4.095  H29 1.091, P30 1.871, C37 1.552, C58 1.544
18 C 0.447 0.844 1.871  H1 1.091, C2 1.546, H26 1.081, H51 1.086
19 C 2.115 4.699 -0.924  C44 1.521, H71 1.090, H74 1.094, H78 1.091
20 H -0.990 -1.820 5.360  C49 1.092
21 H -0.158 2.312 3.371  C2 1.093
22 C 1.504 4.385 -7.205  C35 1.520, H50 1.094, H59 1.090, H80 1.091
23 H -5.043 1.664 1.827  C60 1.088
24 H -4.963 1.807 3.583  C60 1.094
25 H 0.009 -3.201 3.378  C14 1.091
26 H -0.016 -0.103 1.629  C18 1.081
27 H 2.876 1.687 -2.458  C38 1.090
28 H -2.744 2.001 2.432  C58 1.094
29 H -2.894 1.579 4.667  C17 1.091
30 P -0.880 0.385 4.514  C2 1.835, C17 1.871, C49 1.841
31 C 2.881 -5.175 2.289  C4 1.520, O15 1.427, H33 1.092, C73 1.520
32 H -3.648 -0.227 0.967  C47 1.092
33 H 2.596 -5.167 1.235  C31 1.092
34 H 3.752 3.218 -2.606  C38 1.091
35 C 2.777 3.796 -6.617  C22 1.520, C42 1.520, O56 1.427, H68 1.092
36 C -1.683 -1.161 -2.667  O16 1.426, H46 1.092, C55 1.520, C79 1.520
37 C -3.553 -0.420 4.766  H8 1.088, C17 1.552, H52 1.088, S54 1.785
38 C 2.778 2.771 -2.400  H11 1.093, H27 1.090, H34 1.091, C44 1.519
39 H -1.614 -3.261 -3.206  C55 1.091
40 H 4.685 3.013 -7.252  C42 1.090
41 H -3.392 -0.785 -3.930  C79 1.094
42 C 3.780 3.424 -7.697  C35 1.520, H40 1.090, H57 1.091, H63 1.094
43 H -1.524 -2.946 -1.464  C55 1.090
44 C 2.253 3.189 -1.037  C19 1.521, C38 1.519, H67 1.092, O77 1.428
45 O -4.327 -2.265 3.068  S54 1.427
46 H -0.602 -1.014 -2.704  C36 1.092
47 C -2.761 0.044 1.543  H32 1.092, C58 1.535, H62 1.083, H75 1.084
48 H 0.593 -1.419 4.801  C49 1.093
49 C -0.459 -1.407 4.501  C14 1.536, H20 1.092, P30 1.841, H48 1.093
50 H 1.016 3.653 -7.856  C22 1.094
51 H 0.112 1.603 1.170  C18 1.086
52 H -4.055 -0.012 5.641  C37 1.088
53 H -2.068 0.367 -4.143  C79 1.090
54 S -4.865 -1.183 3.826  O10 1.424, C37 1.785, O45 1.427, O70 1.583
55 C -1.984 -2.627 -2.399  H3 1.094, C36 1.520, H39 1.091, H43 1.090
56 O 2.479 2.669 -5.795  H9 0.964, C35 1.427
57 H 4.050 4.291 -8.301  C42 1.091
58 C -3.154 1.014 2.665  C17 1.544, H28 1.094, C47 1.535, C60 1.517
59 H 0.804 4.652 -6.414  C22 1.090
60 C -4.659 1.193 2.731  H23 1.088, H24 1.094, C58 1.517, O70 1.445
61 H 4.530 -6.559 2.033  C73 1.091
62 H -2.356 -0.889 1.917  C47 1.083
63 H 3.354 2.666 -8.361  C42 1.094
64 H -3.073 -0.451 -1.493  O16 0.964
65 H -1.940 -1.267 -4.817  C79 1.091
66 H 0.936 -5.853 2.936  C4 1.090
67 H 2.927 2.828 -0.257  C44 1.092
68 H 3.229 4.521 -5.937  C35 1.092
69 H -0.448 -1.864 2.350  C14 1.084
70 O -5.345 -0.077 2.800  S54 1.583, C60 1.445
71 H 1.741 4.978 0.061  C19 1.090
72 H 4.971 -4.853 1.855  C73 1.090
73 C 4.348 -5.553 2.411  H7 1.094, C31 1.520, H61 1.091, H72 1.090
74 H 1.407 5.068 -1.673  C19 1.094
75 H -2.076 0.506 0.841  C47 1.084
76 H 1.157 1.301 3.862  C2 1.091
77 O 1.007 2.548 -0.762  H12 0.964, C44 1.428
78 H 3.071 5.197 -1.088  C19 1.091
79 C -2.303 -0.684 -3.970  C36 1.520, H41 1.094, H53 1.090, H65 1.091
80 H 1.717 5.276 -7.797  C22 1.091
81 H 2.228 -6.124 4.112  C4 1.094